DFT (the ωB97M-V functional and the def2-TZVPD basis) results for an isolated ion of composition C5H13N2O and charge +1 in a non-equilibrium geometry.

Last column: Löwdin charge in e.
CARTESIAN COORDINATES (ANGSTROEM)
N  -1.3299  -2.1090  1.9403  0.0414
C  -0.4768  -1.6679  0.8859  -0.2003
C  -0.5993  -0.2866  0.5538  -0.3031
N  -0.2614  0.4948  -0.4564  -0.0629
C  0.9115  0.1302  -1.4756  -0.1126
C  2.1345  0.9016  -1.0972  -0.0791
C  -0.7482  1.9056  -0.6874  0.0206
O  -1.3226  0.4892  1.3509  0.0582
H  -1.9986  -2.8360  1.7495  0.1075
H  -1.8968  -0.0024  2.1159  0.2214
H  -0.8081  -2.1833  2.7787  0.0899
H  0.6755  -1.9086  1.0485  0.1888
H  -0.5642  -2.3296  -0.0634  0.1757
H  1.0474  -0.9900  -1.5061  0.1364
H  0.2074  0.5187  -2.2388  0.1183
H  2.5465  0.5785  -0.1817  0.0622
H  3.0411  0.6296  -1.7335  0.1239
H  2.0014  1.9577  -0.9158  0.0694
H  -1.0919  2.0742  -1.7081  0.0985
H  0.1524  2.5257  -0.4668  0.0967
H  -1.6200  2.1077  0.1071  0.1491

Output
- M (g mol⁻¹) = 117.17
- net charge = +1
- structure (SMILES) = CC/[N+](C)=C(/O)CN
- relative energy (zero: lowest compared OMol25 entry of this formula, charge and spin) (eV) = 2.974